118
Properties=species:S:1:pos:R:3:forces:R:3 method="wB97M-V/def2-TZVPD" e_homo_ev=-8.6 relative_energy_kj_mol=0.00 charge=+1 fmax_ha_per_bohr=0.0150 lumo_energy_ev=-2.1
S 2.033 5.515 -0.770 0.0 0.0 0.0
H 3.250 -0.094 -5.467 0.0 0.0 0.0
H 1.270 -0.452 4.636 0.0 0.0 0.0
H 2.150 -0.441 -7.650 0.0 0.0 0.0
C 1.193 -4.315 -1.938 0.0 0.0 0.0
C 2.185 -0.284 -5.509 0.0 0.0 0.0
H -4.607 0.746 4.894 0.0 0.0 0.0
H -0.499 5.850 -1.720 0.0 0.0 0.0
N 3.229 2.298 -3.154 0.0 0.1 -0.1
C -1.754 1.551 -2.367 -0.1 0.0 0.0
C 4.567 1.732 -3.209 0.0 0.0 0.0
C 2.471 2.849 -4.117 0.1 0.0 0.0
H 1.521 -1.257 3.084 0.0 0.0 0.0
S 3.180 1.545 3.985 0.0 0.0 0.0
C -1.286 -3.232 -1.350 0.0 0.0 0.0
C -2.606 2.871 0.842 -0.1 0.1 -0.1
H -3.782 -2.148 4.398 0.0 0.0 0.0
H 3.572 -1.175 -1.559 0.0 0.0 0.0
H 0.198 -6.451 2.793 0.0 0.0 0.0
C 0.205 -0.726 -6.792 0.0 0.0 0.0
H -1.027 -2.527 1.864 0.0 0.1 0.0
H -2.370 -1.014 -3.079 0.0 0.0 0.0
C 1.568 -0.479 -6.738 0.0 0.0 0.0
H -2.882 -1.207 6.494 0.0 0.0 0.0
H -2.002 -4.485 5.105 0.0 0.0 0.0
H 4.298 3.804 -6.744 0.0 0.0 0.0
N 0.901 3.444 0.171 0.0 0.0 -0.1
H 4.681 1.096 -2.332 0.0 0.0 0.0
H -1.738 -5.127 -0.464 0.0 0.0 0.0
C 3.325 -1.029 -0.507 0.0 0.0 0.0
H -0.038 -5.994 4.478 0.0 0.0 0.0
C 2.074 -0.209 -0.372 -0.1 0.0 -0.1
C -2.369 2.339 -1.478 -0.1 0.0 -0.1
C 0.681 4.485 -0.606 -0.1 0.0 0.1
H 4.715 1.111 -4.089 0.0 0.0 0.0
S 0.852 3.203 -3.754 -0.2 0.0 0.0
H -1.186 1.892 -4.152 0.0 0.0 0.0
H -1.383 4.943 -0.478 0.0 0.0 0.0
C -0.131 -5.644 3.448 0.0 0.0 0.0
C 0.072 -0.612 -4.376 -0.1 0.0 0.0
C -3.691 3.637 0.624 0.1 0.0 0.1
N 1.668 1.485 1.958 -0.2 -0.1 0.0
H -2.269 -2.834 -1.138 0.0 0.0 0.0
C -4.107 3.851 -0.745 0.0 0.0 -0.1
H -3.517 0.274 7.148 0.0 0.0 0.0
H 0.488 -6.089 -0.960 0.0 0.0 0.0
O -0.951 1.794 2.097 0.1 0.1 -0.1
C -3.477 3.235 -1.761 0.0 0.0 0.0
H 2.970 -3.200 -0.398 0.0 0.0 0.0
C -4.363 -0.256 5.260 0.0 0.0 0.0
H 5.348 2.489 -3.168 0.0 0.0 0.0
Zr -0.162 1.199 0.300 -0.1 -0.2 0.7
Si -0.931 -0.863 -2.831 0.0 0.1 0.0
H -0.373 -2.916 4.004 0.0 0.0 0.0
H -2.211 -6.124 3.209 0.0 0.0 0.0
O -1.952 1.485 -3.703 0.0 0.0 0.0
C 0.256 -5.073 -1.252 0.0 0.0 0.0
C -0.988 -4.530 -0.967 0.0 0.0 0.0
H -0.901 4.156 -1.991 0.0 0.0 0.0
N -1.881 2.298 -0.173 0.2 0.0 -0.2
N 1.083 -0.807 0.282 0.2 0.0 0.0
C -0.533 -0.795 -5.619 0.0 0.0 0.0
S -2.311 -0.563 0.608 0.2 0.0 0.0
C 1.441 -0.340 -4.341 0.0 0.0 0.0
O -0.829 0.590 -1.846 0.1 0.1 0.0
H -1.573 0.184 4.778 0.0 0.0 0.0
H 2.153 -4.745 -2.198 0.0 0.0 0.0
C 1.910 0.851 3.076 0.1 0.0 -0.1
C 1.165 -0.343 3.557 -0.1 0.0 0.0
C -0.349 -2.442 -2.026 0.0 0.0 0.0
N 2.939 3.163 -5.333 0.0 -0.1 0.0
C 2.940 -2.310 0.227 0.0 0.0 0.0
C 2.939 4.538 0.295 -0.1 0.0 0.0
C 3.373 2.771 2.814 0.0 0.0 -0.1
N -1.678 -2.214 2.583 0.2 -0.1 -0.1
H -4.225 4.065 1.459 0.0 0.0 0.0
C 2.171 3.508 0.721 0.1 0.0 0.0
H 2.696 2.090 -2.320 0.0 0.0 0.0
C -4.198 -1.201 4.074 0.0 0.0 0.1
H -5.242 -0.599 5.812 0.0 0.0 0.0
H 0.562 -4.816 3.300 0.0 0.0 0.0
H -1.178 0.614 6.445 0.0 0.0 0.0
C -0.604 4.880 -1.239 0.0 0.0 0.0
H 4.149 -0.482 -0.045 0.0 0.0 0.0
H -3.198 -4.062 3.895 0.0 0.0 0.0
H 3.946 4.779 0.591 0.0 0.0 0.0
H 1.618 -2.469 -2.911 0.0 0.0 0.0
H 4.064 3.586 2.945 0.0 0.0 0.0
H 0.109 -0.218 3.322 0.0 0.0 0.0
H -1.640 -4.904 2.098 0.0 0.0 0.0
H 5.001 3.571 -5.158 0.0 0.0 0.0
H -2.251 1.629 5.473 0.0 0.0 0.0
H 2.211 3.509 -5.937 0.0 0.0 0.0
H -3.784 0.180 2.558 0.0 0.0 0.0
C -2.123 -4.168 4.065 0.0 0.0 0.0
C 0.889 -3.018 -2.328 0.0 -0.1 0.0
C -2.060 2.522 2.193 0.0 0.1 0.0
H 1.934 -0.156 -3.391 0.0 0.0 0.0
H 3.543 -2.509 1.113 0.0 0.0 0.0
C -3.176 -0.187 6.219 0.0 0.0 0.0
C -1.454 -2.807 3.900 0.0 0.1 0.1
O 0.829 -2.878 1.274 -0.1 0.0 0.0
C -1.978 0.599 5.702 0.1 0.0 0.0
C -1.568 -5.245 3.135 0.0 0.0 0.0
H -0.283 -0.873 -7.746 0.0 0.0 0.0
C 4.291 3.159 -5.869 0.0 0.0 0.0
N -3.382 -0.640 2.991 0.0 0.0 0.0
H -5.179 -1.424 3.645 0.0 0.0 0.0
H 4.617 2.166 -6.179 0.0 0.0 0.0
O 1.896 0.966 -0.783 0.0 0.1 -0.1
H -4.955 4.491 -0.946 0.0 0.0 0.0
H -3.800 3.348 -2.787 0.0 0.0 0.0
H -1.598 -0.989 -5.676 0.0 0.0 0.0
H -1.766 -2.105 4.671 0.0 0.0 0.0
C 1.495 -2.079 0.658 -0.1 -0.1 0.1
O -2.561 2.859 3.236 -0.1 -0.1 0.0
C 2.475 2.587 1.811 0.1 0.0 0.0
C -2.450 -1.201 2.216 -0.1 0.0 0.0

=====

143
Properties=species:S:1:pos:R:3:forces:R:3 method="wB97M-V/def2-TZVPD" e_homo_ev=-8.6 fmax_ha_per_bohr=0.0456 lumo_energy_ev=-0.3
C 1.243 2.856 3.336 0.0 0.2 0.4
Cl -1.956 8.845 0.017 0.0 0.1 0.0
C 2.024 2.356 -0.391 -0.2 0.6 -0.6
H -6.646 8.940 -2.963 0.0 -0.1 -0.1
Cl 1.309 -6.636 1.405 0.0 0.0 0.0
H 10.206 6.672 -0.996 -0.1 0.0 0.1
C -5.668 9.317 -3.236 -0.1 0.1 0.0
C -1.367 9.266 -3.963 0.0 0.0 0.0
Cl 0.178 8.962 -4.772 0.0 0.0 0.0
H 1.842 -2.688 -1.124 0.1 0.2 -0.1
Cl -6.252 -9.744 -1.276 0.0 0.0 0.0
H 1.546 -0.085 -2.506 -0.2 -0.1 0.0
H -0.390 -3.060 -1.069 -0.2 -0.2 -0.2
Cl -2.355 -0.371 6.489 0.1 0.0 0.0
H 6.508 4.493 -1.648 0.1 0.0 0.0
H 2.493 -6.366 3.419 -0.1 0.1 0.0
C 5.584 -1.199 -0.311 -0.4 -0.8 -0.5
Cl -4.389 -10.554 -3.381 0.0 -0.1 0.0
H -2.030 8.433 -4.154 0.0 0.0 -0.1
H -2.295 -0.771 10.657 0.1 0.0 0.1
H 5.808 -4.667 1.428 -0.1 0.1 0.2
C 2.421 3.682 -0.706 -0.5 -0.2 -0.1
H -7.266 -8.001 2.171 0.0 0.0 0.1
H 7.065 2.994 -1.500 0.2 0.1 0.0
C 4.024 6.093 -0.879 0.2 0.5 -0.6
Cl -3.466 -0.994 3.083 0.2 0.2 0.1
C -5.149 -9.197 -2.547 0.1 0.1 0.0
N 3.927 5.228 -1.822 -1.5 -0.3 0.8
H -0.531 7.043 0.529 -0.1 -0.1 -0.1
Cl -11.338 -12.161 -6.374 0.1 0.0 0.0
H 4.768 4.805 0.735 0.1 0.1 -0.1
H 0.866 1.886 2.994 0.1 0.1 -0.3
H -1.188 9.365 -2.898 0.0 0.1 0.0
C 1.236 -0.599 -1.587 1.1 -0.1 -0.2
H -3.407 -0.388 -2.489 0.1 -0.1 0.1
H 1.678 -0.147 0.450 0.3 0.0 0.1
H 1.888 1.790 5.044 0.2 0.2 0.2
Cl -2.134 10.747 -4.552 0.0 0.0 0.1
Cl -10.893 -9.764 -7.987 0.1 0.0 0.0
C 3.875 1.522 -1.577 -0.7 0.3 0.0
H 2.842 7.456 -2.016 0.1 0.0 0.0
Cl -0.532 0.428 11.649 0.0 0.0 -0.1
H -3.786 -0.852 -4.163 0.0 -0.1 0.0
C 5.573 0.121 -1.007 0.9 0.4 0.2
H -4.689 -0.520 6.261 0.0 0.1 0.0
C 3.479 7.483 -1.134 0.6 -0.3 -0.3
H 0.224 -0.251 -1.383 0.1 -0.1 0.2
Cl -4.501 -8.259 -6.023 -0.1 0.1 -0.1
Cl -5.670 9.724 -4.955 -0.1 0.0 0.0
H 3.209 2.130 3.935 0.1 0.3 0.1
Cl -8.101 -2.842 0.597 0.0 0.1 0.0
C 5.023 -1.386 0.951 -0.1 0.6 0.0
C -7.264 -3.571 1.972 0.0 -0.1 0.1
C -6.140 -7.634 -6.232 0.1 0.1 -0.1
H 6.804 -4.339 -0.743 0.0 0.2 -0.1
N 6.772 3.677 -2.200 -0.3 0.2 -0.2
Cl -9.599 -7.704 2.223 0.0 0.1 0.0
C 9.273 6.187 -1.257 0.1 -0.1 -0.1
C 2.244 -0.148 -0.486 -1.0 0.2 -0.6
Cl -1.005 -1.951 1.818 0.1 0.0 0.0
H 4.550 -0.532 1.428 0.0 -0.2 0.1
H -9.767 -10.444 -6.035 -0.1 0.0 0.0
H -1.245 -0.647 3.761 -0.1 -0.1 0.0
Cl -2.881 -0.748 12.935 -0.1 0.0 0.0
Cl 6.678 2.408 2.552 0.0 0.0 -0.1
H 8.868 1.553 2.689 -0.1 0.0 0.1
C 6.287 -3.503 -0.283 -0.1 -0.2 0.4
H 5.278 1.885 -4.262 -0.6 0.2 -0.3
H 2.862 7.734 -0.268 0.2 0.2 -0.1
C -1.288 7.594 1.076 0.2 -0.1 0.0
H -2.804 0.841 11.203 0.0 0.0 0.1
H 1.677 -2.264 -2.857 0.3 -0.2 0.3
H -0.206 -3.300 -2.697 -0.2 -0.2 0.2
Cl -1.475 -0.637 -3.801 -0.3 0.3 -0.3
H -6.186 -6.632 -5.822 0.0 0.0 0.1
B 5.571 3.098 -2.801 -0.4 0.0 0.0
C -10.159 -10.956 -6.906 0.0 0.0 0.0
Cl 7.987 7.402 -1.288 0.0 0.0 0.0
H -3.934 -2.112 6.487 0.1 0.0 0.1
H 4.271 8.224 -1.286 -0.1 0.0 0.3
Cl -5.738 -2.748 2.325 -0.3 -0.3 -0.1
C -6.008 -4.811 -1.834 0.0 0.2 0.0
C 3.546 3.927 -1.474 0.9 -0.5 -0.1
H -6.044 -3.807 -1.426 0.0 -0.1 0.1
Cl 2.703 3.971 5.397 0.2 -0.1 -0.2
C 2.738 -6.248 2.370 -0.1 0.0 0.1
Cl -3.300 -2.719 -2.815 -0.1 0.2 -0.1
O 6.412 0.928 -0.720 0.1 0.3 0.1
Cl 3.290 -4.586 2.092 -1.0 -1.0 0.3
Cl 7.561 -0.185 3.590 0.0 0.0 0.0
H -0.849 8.071 1.945 -0.1 0.1 0.0
Cl 8.938 4.921 -0.074 0.1 0.0 0.2
C 2.311 2.552 4.388 -0.7 -0.5 -0.2
H 5.674 6.327 0.397 0.0 -0.2 -0.1
Cl -7.343 -8.639 -5.409 -0.1 0.0 0.0
C -8.096 -8.396 1.597 0.1 0.0 -0.1
C 0.758 2.494 0.426 2.0 -0.3 -0.1
H 0.409 3.352 3.840 0.0 -0.1 -0.2
H 7.897 0.728 1.445 -0.1 0.0 0.0
H 4.148 6.421 1.224 0.1 -0.2 0.1
H -5.712 -8.617 -3.268 -0.1 -0.1 0.0
H -6.373 -7.615 -7.291 0.0 -0.1 0.0
O 4.654 0.418 -2.003 -0.2 -0.4 0.9
H -7.906 -3.506 2.843 0.0 0.1 0.0
H 1.886 4.751 2.638 -0.1 0.0 -0.3
C 7.899 1.129 2.454 0.0 -0.1 -0.1
Cl -4.361 -5.430 -1.680 0.0 -0.3 0.1
O 0.975 5.660 -0.363 0.2 0.4 0.0
H 3.059 -0.860 -0.412 0.0 0.1 -0.1
Cl -4.462 8.083 -2.858 0.0 -0.1 0.1
C 4.685 5.855 0.455 -0.7 0.3 0.1
Cl -7.171 -5.819 -0.964 0.0 -0.1 -0.1
C 4.271 2.794 -1.910 0.7 0.2 -0.5
C 2.717 1.247 -0.819 0.1 -0.5 0.5
H 6.689 -2.177 -1.893 -0.2 0.2 0.0
H -7.054 -4.610 1.739 0.0 0.0 -0.1
H 3.538 -6.927 2.095 0.0 0.1 -0.1
C -3.942 -1.078 6.811 -0.1 -0.1 -0.1
N -0.139 -2.624 -1.948 0.8 -0.1 0.4
Cl -8.076 -10.158 1.718 0.0 0.0 0.0
H -7.993 -8.122 0.554 -0.1 -0.1 0.0
C -1.749 -0.684 2.801 0.1 0.1 0.1
C 5.066 -2.617 1.581 0.8 0.1 -0.2
Cl -4.340 -1.023 8.532 -0.1 0.0 0.0
C 1.780 3.747 2.217 0.4 0.0 0.7
C 1.397 4.585 -0.067 1.5 -0.9 0.3
C 6.210 -2.272 -0.923 0.3 -0.3 -0.3
H 9.345 5.732 -2.239 -0.2 0.0 0.0
H -4.376 -8.585 -2.097 0.0 -0.1 0.1
O 5.467 2.826 -4.148 0.9 -0.4 0.5
H 4.618 -2.719 2.557 0.2 0.2 0.1
C -2.225 -0.040 11.454 0.0 0.0 -0.1
C 5.716 -3.696 0.969 0.4 0.9 -0.5
H 2.806 3.399 1.990 -0.2 0.0 -0.3
H -1.646 0.262 2.286 0.0 0.0 -0.2
Cl -2.536 6.465 1.616 0.0 0.0 0.0
H -9.357 -11.460 -7.433 -0.1 0.0 -0.1
C 1.257 -2.124 -1.858 -1.2 0.4 -0.5
H -5.440 10.212 -2.669 0.1 0.0 0.0
H -6.278 -4.797 -2.884 0.0 -0.1 0.0
N 0.925 3.788 1.038 -2.3 0.4 0.3
C -3.129 -1.027 -3.320 0.1 0.1 0.0
O -0.156 1.744 0.563 -0.3 -0.2 0.3

=====

88
Properties=species:S:1:pos:R:3:forces:R:3 method="wB97M-V/def2-TZVPD" e_homo_ev="-13.4 / -13.4" charge=+2 fmax_ha_per_bohr=0.0923 lumo_energy_ev="-8.6 / -8.4"
H 1.210 0.453 5.507 -0.2 0.2 -0.6
H -3.144 -1.722 -0.783 0.3 0.1 0.2
O -2.070 0.446 0.364 0.2 -1.0 -1.8
H 5.058 -2.507 3.067 0.0 0.0 0.1
C -0.720 -2.898 1.242 0.6 -0.8 0.2
C -2.728 2.021 -4.410 1.1 -0.6 -0.2
H -5.972 1.191 2.540 0.4 0.1 0.2
H 3.968 5.046 -1.908 -0.1 0.2 -0.1
H -4.606 -2.078 4.910 0.1 -0.1 -0.6
C -0.446 -0.001 2.036 1.5 -1.7 0.4
H 2.059 0.041 3.980 -0.1 0.2 0.2
Zr -1.073 -0.281 -1.215 2.4 -0.1 2.7
C 2.300 1.891 -0.244 -0.1 0.5 -0.2
H 2.417 -4.172 -3.629 0.3 0.2 0.0
C -1.986 1.093 -3.622 -3.7 2.8 0.9
H -0.294 -2.822 2.232 0.3 0.4 0.0
H 0.209 -0.230 -5.752 0.3 -0.1 0.4
N -1.927 1.382 -2.285 0.9 0.7 -0.4
H -0.718 2.359 5.270 0.4 0.1 -0.3
H 1.537 5.102 -1.124 0.5 -0.3 0.1
C 0.303 -1.533 -3.973 -0.2 -0.6 -0.7
H 0.535 3.177 -0.120 0.8 0.0 -0.4
H -3.312 4.394 -2.035 0.2 -0.4 -0.6
C 1.542 0.841 4.529 0.5 0.0 0.0
C -0.252 2.639 4.313 1.3 0.8 0.5
C 1.586 3.087 -0.456 -0.7 -0.3 0.5
H 3.593 -3.546 1.436 0.0 -0.1 -0.1
C -1.064 -4.388 -0.676 0.9 0.6 1.1
C -5.169 0.503 2.810 -1.2 -0.2 0.0
C 2.021 -3.252 -4.043 0.7 0.6 -0.3
C -4.008 0.511 2.093 1.1 -0.4 0.4
H 2.032 -2.336 0.053 0.6 0.7 0.4
H -2.571 -2.296 3.460 -0.1 0.3 -0.2
H -1.026 3.060 3.684 -0.1 -0.2 -0.3
H 0.224 -0.898 2.077 -0.2 0.5 -0.1
C 2.587 -0.379 0.901 -0.1 0.9 -0.2
C -2.947 3.497 -2.560 -0.2 1.3 1.3
H -0.234 1.801 0.743 0.2 -0.7 0.3
C 0.388 1.092 1.332 0.8 0.5 -0.5
C 1.575 0.622 0.302 -0.6 0.5 0.6
H -2.891 1.758 -5.444 -0.1 0.2 -0.2
C 3.560 -2.471 1.546 0.0 -1.0 -0.4
C 1.833 -1.653 -5.837 -0.4 1.0 0.6
C -3.008 -0.493 2.330 -1.1 0.5 -0.8
H 2.269 1.646 4.743 -0.2 -0.4 -0.2
C -0.420 -4.089 0.546 -0.7 0.5 -0.2
H -3.756 3.982 -4.425 0.4 -0.5 -0.3
C 0.734 -1.015 -5.204 0.7 -1.4 -0.7
C -1.647 -0.201 -4.064 2.1 -3.0 0.6
H -2.383 -3.657 -2.156 -0.8 0.0 -0.2
C -5.428 -0.456 3.797 -0.9 0.1 0.6
O 0.781 0.061 -0.778 -1.2 -0.6 -0.2
H 4.300 1.076 -0.448 -0.3 0.2 -0.2
O 0.921 1.819 2.395 1.1 0.4 -0.4
H 3.416 1.315 1.907 0.2 -0.4 0.0
C 4.387 -1.895 2.484 0.1 0.6 -0.2
C -2.007 -3.491 -1.167 1.0 0.6 1.1
H 5.011 0.006 3.260 0.2 0.1 0.2
C 0.981 -2.622 -3.409 -0.7 -0.5 0.5
C -4.479 -1.421 4.045 1.3 -0.1 -0.3
H -6.399 -0.414 4.385 1.5 -0.1 -0.8
N -0.812 -1.008 -3.306 -1.5 3.4 -2.0
C 3.490 0.236 1.761 0.3 -0.3 1.4
H 0.562 -3.028 -2.483 0.3 0.0 -0.3
C -2.324 2.562 -1.780 0.2 -1.5 0.2
C -2.269 -2.298 -0.431 -0.3 -0.2 -0.7
H -0.740 -5.268 -1.207 -0.3 -0.1 -0.2
C 2.176 4.218 -0.996 -0.6 0.4 -0.3
C -1.794 -0.510 1.403 0.3 1.2 0.2
C 2.708 -1.756 0.726 -1.6 -0.2 -0.3
C 4.369 -0.515 2.577 -0.6 0.6 -0.8
H -2.233 2.679 -0.707 0.1 -0.1 0.0
H 0.514 3.476 4.472 -1.0 -1.2 0.0
C -3.270 -1.484 3.244 -1.3 0.0 1.5
H 5.189 2.859 -1.682 -0.1 0.6 0.2
O -0.599 0.472 3.328 -0.2 0.4 0.8
H 0.357 -4.734 0.979 -0.6 0.1 -0.3
C 3.646 1.935 -0.622 -0.3 -0.6 -0.3
Br 4.154 -3.369 -5.994 -0.9 0.4 0.3
H -3.870 1.342 1.409 0.2 -0.4 -0.1
C 2.559 -2.660 -5.223 -0.5 -1.1 0.5
C -1.563 -1.907 0.754 -1.0 -1.0 -0.6
C 4.190 3.042 -1.288 0.9 -1.8 0.5
H -2.029 -0.546 -5.022 0.7 0.2 -0.3
C 0.451 1.438 3.659 -1.9 -0.1 0.4
H 2.150 -1.313 -6.801 0.1 0.3 -0.3
C -3.160 3.244 -3.880 -0.5 -0.3 -0.8
C 3.495 4.197 -1.443 -0.6 0.5 -0.1

=====

17
Properties=species:S:1:pos:R:3:forces:R:3 method="wB97M-V/def2-TZVPD" e_homo_ev=-8.6 relative_energy_kj_mol=209.56 fmax_ha_per_bohr=0.0479 lumo_energy_ev=0.5
O 0.600 -1.034 -1.465 -0.3 0.1 0.5
H -2.834 -1.783 -1.118 0.0 0.0 0.0
H 0.292 3.256 0.952 -0.1 0.2 -0.2
H -1.303 -2.191 -1.936 -0.1 0.0 0.1
N 1.557 1.551 -0.737 0.1 0.3 0.0
C 0.067 -0.894 -0.383 0.4 -1.4 -0.3
H -0.366 1.913 2.016 -0.1 -0.2 0.3
C 0.773 1.285 0.363 0.7 -0.1 1.2
H 1.618 0.816 -1.418 0.0 -0.1 -0.2
H 1.196 -0.065 2.620 0.2 0.2 -0.4
N 0.868 -0.707 1.899 0.0 -0.7 0.2
C -1.827 -2.167 -0.978 -0.1 -0.1 -0.5
C 0.709 -0.190 0.771 -1.1 2.1 -0.7
O -1.157 -1.305 -0.060 0.2 -0.1 0.1
H -1.865 -3.169 -0.554 0.0 0.1 0.1
C 0.187 2.201 1.146 0.3 -0.2 -0.2
H 1.484 2.482 -1.118 0.0 -0.1 0.0